# 1
Below is 2 unconnected molecules or ions with the total composition C21H21N2O in a non-equilibrium geometry, with properties calculated with ωB97M-V/def2-TZVPD.

Atoms and positions in Å:
C 4.37 -1.25 -0.12
C 3.56 -2.10 -0.87
C 2.38 -2.63 -0.33
C 2.02 -2.29 0.99
C 0.74 -2.78 1.55
N 0.46 -2.46 2.86
N -0.87 -2.75 3.23
O -0.04 -3.48 0.90
C 2.86 -1.49 1.77
C 4.02 -0.94 1.20
H 5.27 -0.82 -0.53
H 3.84 -2.35 -1.89
H 1.74 -3.30 -0.91
H 0.77 -1.57 3.24
H -1.26 -3.33 2.47
H -0.83 -3.29 4.10
H 2.60 -1.29 2.81
H 4.63 -0.28 1.83
C -7.27 -3.11 6.30
C -5.93 -2.56 5.90
C -5.58 -2.49 4.55
C -4.34 -2.03 4.16
C -3.40 -1.54 5.13
C -2.13 -1.11 4.66
C -1.06 -0.61 5.46
C -0.14 0.29 4.83
C 0.86 0.89 5.57
C 1.00 0.62 6.94
C 0.14 -0.30 7.56
C -0.81 -0.98 6.82
C -3.83 -1.52 6.49
C -5.05 -2.06 6.86
H -7.32 -3.25 7.39
H -8.07 -2.42 6.00
H -7.46 -4.07 5.81
H -6.31 -2.80 3.80
H -4.05 -2.01 3.11
H -2.05 -1.00 3.59
H -0.29 0.53 3.77
H 1.54 1.59 5.07
H 1.78 1.12 7.52
H 0.23 -0.49 8.63
H -1.37 -1.81 7.26
H -3.19 -1.06 7.25
H -5.34 -2.08 7.91

Results
Energy above the lowest of the compared OMol25 structures with the same formula, charge and spin in eV: 2.653
LUMO level in eV: -5.401
Charge: +1
Spin multiplicity: 1
HOMO level in eV: -11.6
Kohn-Sham gap in Eh: 0.2295



# 2
Below is C21H21N3O3S2 in the gas phase in a non-equilibrium geometry, with properties calculated with ωB97M-V/def2-TZVPD.

Atoms and positions in Å:
C 4.72 -0.39 -2.41
N 4.07 0.63 -1.55
C 4.51 0.62 -0.16
C 3.65 1.95 -2.13
C 2.11 2.14 -2.04
N 1.60 2.41 -0.68
C 1.74 3.64 -0.02
O 2.36 4.55 -0.52
S 0.77 3.71 1.45
C 0.54 1.97 1.33
C -0.06 1.20 2.31
C -0.19 -0.20 2.10
S -0.90 -1.22 3.41
O -1.10 -0.37 4.61
O -0.15 -2.47 3.63
N -2.50 -1.59 2.86
C -2.71 -2.01 1.57
C -2.18 -3.24 1.22
C -2.39 -3.75 -0.07
C -3.14 -2.99 -0.97
C -3.67 -1.73 -0.58
C -4.38 -0.96 -1.52
C -4.83 0.31 -1.17
C -4.71 0.79 0.14
C -4.08 0.01 1.09
C -3.49 -1.24 0.72
C 0.27 -0.73 0.90
C 0.91 0.08 -0.07
C 1.07 1.44 0.14
H 4.60 -1.42 -1.97
H 5.79 -0.20 -2.52
H 4.31 -0.39 -3.44
H 5.55 0.88 -0.12
H 3.96 1.34 0.43
H 4.34 -0.33 0.31
H 3.91 1.96 -3.21
H 4.15 2.79 -1.64
H 1.87 2.97 -2.71
H 1.62 1.22 -2.40
H -0.35 1.67 3.24
H -3.08 -0.85 3.20
H -1.68 -3.87 1.94
H -2.03 -4.73 -0.34
H -3.31 -3.29 -2.02
H -4.52 -1.33 -2.52
H -5.35 0.92 -1.92
H -5.08 1.81 0.33
H -3.94 0.41 2.09
H 0.14 -1.80 0.67
H 1.25 -0.31 -0.98

Results
SMILES string: CN(C)CCn1c(=O)sc2cc(S(=O)(=O)Nc3cccc4ccccc34)ccc21
Energy above the lowest of the compared OMol25 structures with the same formula, charge and spin in eV: 2.005
LUMO level in eV: -0.020
Spin multiplicity: 1
HOMO level in eV: -8.2
Kohn-Sham gap in Eh: 0.3019



Question: HOMO level of number 1 (C21H21N2O)?
Answer: -11.6 eV